C3H9O | the ωB97M-V functional and the def2-TZVPD basis

E_LUMO: 4.55 eV

The geometry in ORCA input format:
```
! RIJCOSX wB97M-V def2-TZVPD def2/J DEFGRID3
* xyz -1 1
C -1.424 -0.933 -0.570
C -0.097 -1.353 -1.187
H -2.225 -1.663 -0.732
H -1.731 0.039 -0.953
H -1.266 -0.780 0.496
H -0.162 -1.451 -2.271
H 0.679 -0.655 -0.876
H 0.235 -2.323 -0.790
C 1.191 1.826 1.378
O 0.453 0.803 0.887
H 0.661 2.426 2.161
H 2.156 1.508 1.862
H 1.531 2.555 0.595
*
```